DFT (ωB97M-V with the def2-TZVPD basis set) results for a structure of composition C5H13BrN4.

- energy relative to the best compared isomer or geometry (same formula, charge and spin) (eV) = 0.000
- DFT total energy (hartree) = -2990.562098

Geometry as ORCA input:
```
! wB97M-V def2-TZVPD RIJCOSX def2/J DEFGRID3
* xyz 2 1
C 1.67495 -0.47036 -0.28689
C 0.19737 -1.25597 1.45817
C 0.99814 0.03216 1.06439
C -0.48906 0.08682 -1.01624
C -1.97333 0.05000 -1.15825
N 0.36449 -0.97972 -0.85884
N -0.08720 0.88301 0.61053
N -0.11985 -1.91911 0.09831
N 0.33611 2.21686 0.27371
Br -2.65352 1.96244 -1.11164
H 1.93895 0.46556 -0.81999
H 2.41975 -1.21308 -0.02553
H 0.78738 -2.10228 1.95411
H -0.76973 -0.98193 1.97203
H 1.71952 0.63039 1.58970
H -0.11826 0.75226 -1.83629
H -2.70444 -0.53839 -0.51049
H -2.12871 -0.25746 -2.15333
H 0.58232 -2.71944 0.09490
H -1.13672 -2.23954 0.18686
H 0.61343 2.71194 1.14169
H -0.48026 2.55991 -0.19050
H 1.02867 2.32594 -0.47639
*
```


DFT (ωB97M-V with the def2-TZVPD basis set) results for the ion C5H13FN2OP with charge +1.

- structure (SMILES) = C=[P@H](C)O/[NH+]=C/[C@@H](F)CN
- energy relative to the best compared isomer or geometry (same formula, charge and spin) (eV) = 0.000
- DFT total energy (hartree) = -823.936008

Geometry as ORCA input:
```
! wB97M-V def2-TZVPD RIJCOSX def2/J DEFGRID3
* xyz 1 1
C 1.70845 1.17338 0.41653
P 1.98062 -0.36617 1.09527
C 3.39619 -1.34843 0.57551
O 0.71509 -1.38507 0.52480
N -0.38455 -0.76534 0.04977
C -0.27278 0.12047 -0.90512
C -1.45109 1.00407 -1.18472
F -1.43303 1.36219 -2.50386
C -2.79588 0.31683 -0.86513
N -2.81916 -0.08844 0.54167
H 1.26006 1.90957 1.06380
H 2.50435 1.54254 -0.20659
H 1.74525 -0.55898 2.44121
H 3.51890 -1.23108 -0.50191
H 3.22546 -2.39795 0.81516
H 4.29354 -0.99233 1.07968
H -1.31649 -0.71396 0.59103
H 0.51439 0.05873 -1.64391
H -1.36076 1.94179 -0.61296
H -2.88388 -0.57399 -1.49159
H -3.60545 1.00376 -1.13859
H -3.58827 -0.72835 0.71314
H -2.95094 0.71676 1.14682
*
```


DFT (ωB97M-V with the def2-TZVPD basis set) results for the ion C5H13INO with charge +1.

- energy relative to the best compared isomer or geometry (same formula, charge and spin) (eV) = 4.263
- DFT total energy (hartree) = -625.580370

Geometry as ORCA input:
```
! wB97M-V def2-TZVPD RIJCOSX def2/J DEFGRID3
* xyz 1 1
C 2.62581 -1.54157 0.10599
C -3.68331 0.51804 0.36893
C 2.90424 -0.08324 0.40530
C 2.00886 0.78098 -0.43858
C -1.65500 -0.75078 -0.52329
N -2.85408 0.09453 -0.80184
O 2.03815 2.13361 -0.45941
I -0.24688 0.46146 0.75035
H 2.82632 -1.85617 -0.90215
H 1.69467 -1.79634 0.55738
H 3.39918 -1.99853 0.65395
H -2.98327 0.67406 1.21596
H -4.22307 1.46332 0.21891
H -4.44483 -0.14581 0.79441
H 3.88368 0.22373 0.05275
H 3.03143 -0.02565 1.41949
H 1.71836 0.26688 -1.37845
H -2.00576 -1.29462 0.37042
H -3.60122 -0.54862 -1.23977
H -2.81677 0.82743 -1.53284
H 2.38350 2.59729 0.36246
*
```


DFT (ωB97M-V with the def2-TZVPD basis set) results for the ion C5H13N with charge -1.

- expectation value of S² = 0.750
- energy relative to the best compared isomer or geometry (same formula, charge and spin) (eV) = 1.837
- DFT total energy (hartree) = -252.933978

Geometry as ORCA input:
```
! wB97M-V def2-TZVPD RIJCOSX def2/J DEFGRID3
* xyz -1 2
C 1.02536 2.03092 -0.99093
N 1.17777 1.09572 0.10301
C -0.93715 -2.20014 -0.29320
C -0.32892 -0.80568 -0.62993
C 0.40120 -0.12670 0.56012
C -0.60418 0.31643 1.62389
H 0.07561 2.08452 -1.47144
H 1.24368 2.99599 -0.70733
H 1.73426 1.78336 -1.90327
H 2.13686 1.03518 0.30863
H -1.77981 -2.08323 0.31186
H -1.37781 -2.65930 -1.24947
H -0.32303 -2.97567 0.21937
H -1.06160 -0.10252 -0.84099
H 0.26528 -0.76005 -1.53169
H 0.96183 -0.94517 0.87964
H -0.05190 0.85246 2.32482
H -1.12216 -0.57060 1.89532
H -1.43531 1.03447 1.39160
*
```


DFT (ωB97M-V with the def2-TZVPD basis set) results for the molecule C5H13N.

- structure (SMILES) = CC(C)(C)CN
- energy relative to the best compared isomer or geometry (same formula, charge and spin) (eV) = 0.841
- DFT total energy (hartree) = -253.032184

Geometry as ORCA input:
```
! wB97M-V def2-TZVPD RIJCOSX def2/J DEFGRID3
* xyz 0 1
C -1.53292 0.01260 -0.97249
C -0.14045 0.21674 -0.26305
C 0.97468 0.64923 -1.19380
C -0.46082 1.19123 0.92548
C 0.30580 -1.10953 0.32571
N 1.40037 -0.89445 1.31669
H -1.88117 0.98788 -1.37782
H -2.29735 -0.40567 -0.26346
H -1.60571 -0.72077 -1.87930
H 0.80211 1.58931 -1.77070
H 1.88078 0.64487 -0.58066
H 1.17274 -0.20272 -1.88624
H -1.23285 0.75539 1.60051
H 0.40765 1.38197 1.50365
H -0.99829 2.08821 0.50205
H -0.56130 -1.68264 0.80224
H 0.70450 -1.90040 -0.42980
H 1.03854 -0.82617 2.31725
H 2.02371 -1.77507 1.32376
*
```


DFT (ωB97M-V with the def2-TZVPD basis set) results for the molecule C5H13N.

- structure (SMILES) = CCNC(C)C
- energy relative to the best compared isomer or geometry (same formula, charge and spin) (eV) = 3.173
- DFT total energy (hartree) = -252.946480

Geometry as ORCA input:
```
! wB97M-V def2-TZVPD RIJCOSX def2/J DEFGRID3
* xyz 0 1
C 2.16243 -0.66869 -0.89130
C 0.70739 -0.23367 -1.48842
N 0.27272 0.85124 -0.49827
C -0.94512 0.52767 0.41826
C -0.82055 1.37678 1.79643
C -1.25705 -1.03482 0.56607
H 2.55921 -1.64165 -1.13397
H 1.83402 -0.96957 0.25794
H 2.82744 0.21124 -1.06107
H 0.74378 0.25773 -2.47651
H 0.20249 -1.18318 -1.47815
H -0.29659 1.23035 -1.19558
H -1.78960 0.95549 -0.14280
H -0.47113 2.38857 1.28228
H -1.72385 1.40744 2.35538
H 0.00098 0.97088 2.34383
H -1.94069 -1.47393 -0.30886
H -0.38242 -1.65727 0.19699
H -1.68348 -1.31463 1.45776
*
```